No. 1
Density functional theory data (ωB97M-V/def2-TZVPD) for the molecule C28H31N3O6.

The geometry in XYZ format:
```
68
Properties=species:S:1:pos:R:3:forces:R:3:mulliken_charge:R:1
C 1.09214 4.19867 -1.41079 0.1665 -0.0869 -0.1839 -1.0112
C 2.09970 3.34860 -2.17460 -0.0181 -0.0855 0.2290 -0.4844
C 2.62174 2.16871 -1.34952 0.0268 0.1374 -0.4463 -0.9034
N 1.56944 1.24823 -0.99007 -0.0108 0.0725 0.2027 0.7181
C 1.05380 0.35182 -1.87585 0.0042 0.0943 -0.0201 -0.4275
O 1.36899 0.25500 -3.04236 0.0201 -0.1032 -0.2744 -0.7349
C 0.03459 -0.41883 -1.12125 -0.3127 -0.1395 0.4972 1.6431
C -0.81141 -1.42527 -1.54150 0.1032 0.0307 0.1229 -0.7000
C -1.71726 -1.94649 -0.62160 0.4604 -0.0280 0.0675 0.8658
C -2.65390 -3.02078 -1.06477 0.0373 -0.0606 0.0872 -0.4090
O -2.28664 -4.01525 -1.65585 0.1718 -0.0301 -0.1658 -0.6825
N -3.96175 -2.85231 -0.72743 -0.4813 -0.3632 -0.0850 0.0107
C -4.58836 -1.73121 -0.15369 -0.1228 0.2866 0.1295 -0.1901
C -5.48072 -1.90948 0.88925 0.2959 0.1214 -0.2742 -0.8043
C -6.12206 -0.84039 1.49360 -0.2515 0.2958 0.1686 -0.7196
C -5.86107 0.44635 1.04554 0.0961 -0.1546 -0.0770 0.2518
O -6.40732 1.58263 1.55853 0.2257 -0.0398 -0.2581 -0.4259
C -7.31581 1.46591 2.62730 -0.1394 -0.0237 0.1658 -0.8813
C -4.98371 0.63986 -0.02332 0.0339 0.1314 -0.0169 -0.2257
C -4.36000 -0.42843 -0.64235 -0.1769 -0.1023 -0.0212 1.1279
O -3.54483 -0.32006 -1.72239 -0.4839 -0.2752 0.2754 -0.3738
C -3.17647 0.96148 -2.17117 0.0885 0.2667 -0.0971 -1.0892
C -1.72490 -1.49762 0.69702 0.0463 -0.0803 -0.0641 -0.2519
C -0.85119 -0.50603 1.12129 0.1402 0.1056 -0.0441 -1.3944
C 0.01940 0.03291 0.19744 -0.1923 -0.0725 -0.5051 0.2646
C 1.04862 1.11823 0.36642 0.0379 0.1833 0.0661 -1.6115
N 2.05748 0.82488 1.35992 0.0284 0.4090 0.3641 -0.1746
C 3.01924 -0.16467 1.07556 0.1167 -0.1046 0.0140 -0.2454
C 2.68206 -1.46642 0.75339 0.1364 0.2941 0.0795 -0.3134
C 3.65229 -2.42629 0.50714 0.3152 -0.2946 -0.1201 -1.2390
C 4.99239 -2.08939 0.59882 -0.1182 0.0828 0.0350 0.4091
O 6.03819 -2.94005 0.38442 -0.0016 0.3396 0.0967 -0.4662
C 5.74960 -4.26615 0.01368 -0.0506 -0.1953 -0.0521 -0.8377
C 5.35191 -0.78254 0.93763 0.1375 -0.0191 -0.0141 -0.4246
C 4.38444 0.17365 1.16410 -0.1497 0.0050 -0.0734 1.1768
O 4.64876 1.48806 1.47325 -0.4065 -0.4304 -0.0501 -0.4385
C 5.99245 1.88104 1.60410 0.2554 0.1187 0.0313 -1.0199
H 0.78787 5.05317 -2.01056 -0.0912 0.0961 0.0161 0.4029
H 1.52522 4.56913 -0.48300 -0.0096 0.0771 0.1349 0.2622
H 0.20248 3.61857 -1.17451 -0.1252 -0.0222 0.0675 0.1558
H 1.63804 2.95424 -3.08058 0.0881 0.0088 -0.0620 0.3435
H 2.95264 3.96319 -2.46814 0.0336 -0.0072 -0.0755 0.4048
H 3.36102 1.62047 -1.94306 0.0006 0.0378 0.1434 0.3438
H 3.10072 2.52376 -0.43377 0.0197 -0.0796 -0.0194 0.2769
H -0.79089 -1.78679 -2.55718 0.0003 -0.0530 -0.1482 0.5257
H -4.55460 -3.64580 -0.93841 0.1966 0.0793 -0.0630 0.2807
H -5.67373 -2.91170 1.24258 0.0399 -0.1096 0.0470 0.4389
H -6.80773 -1.02864 2.30287 -0.0752 0.0223 0.0855 0.4082
H -6.84624 1.01264 3.50605 -0.0196 0.0026 -0.0372 0.3467
H -8.19706 0.88211 2.34345 0.0383 0.0076 0.0129 0.3525
H -7.62059 2.48335 2.86682 -0.0078 -0.0931 0.0212 0.2515
H -4.83127 1.65213 -0.35796 0.0539 0.1197 -0.0815 0.4979
H -2.46159 0.79544 -2.97527 -0.0303 0.0650 0.0317 0.2648
H -2.69609 1.53783 -1.37440 -0.0144 -0.0154 -0.0070 0.3708
H -4.03827 1.51495 -2.55675 0.0322 -0.0196 0.0267 0.4325
H -2.41392 -1.93433 1.40482 -0.0825 -0.0235 0.0398 0.5615
H -0.84853 -0.17085 2.14697 0.0089 0.0151 0.1366 0.5266
H 0.56641 2.05645 0.68013 0.1114 -0.1600 -0.0353 0.6624
H 2.53484 1.66483 1.66606 -0.2073 -0.0550 -0.0381 0.5501
H 1.64417 -1.74730 0.69140 -0.0803 -0.0579 0.0460 0.5305
H 3.33806 -3.42377 0.24862 0.0142 -0.1230 -0.0316 0.3982
H 6.71529 -4.75137 -0.12002 -0.0955 -0.0135 -0.0028 0.2534
H 5.18719 -4.78839 0.79444 0.0071 0.0201 -0.0355 0.3285
H 5.18981 -4.30763 -0.92592 0.0050 0.0005 0.0376 0.3451
H 6.40386 -0.55840 0.99597 0.1244 0.0759 0.0205 0.4825
H 5.96683 2.93906 1.86239 0.0637 -0.0793 -0.0188 0.2531
H 6.49557 1.32540 2.40093 -0.0114 0.0086 -0.0382 0.3779
H 6.54069 1.74993 0.66608 -0.0161 -0.0105 0.0376 0.3819
```
Forces are in eV/Å.

As for the HOMO energy: -7.6821 eV. The lowest unoccupied orbital energy is 0.0200 Ha. The structure (SMILES) is CCCN1C(=O)c2cc(C(=O)Nc3ccc(OC)cc3OC)ccc2[C@H]1Nc1ccc(OC)cc1OC.



No. 2
Density functional theory data (ωB97M-V/def2-TZVPD) for a structure of composition C17H35BNO4P2Sc.

The geometry in XYZ format:
```
61
Properties=species:S:1:pos:R:3:forces:R:3:mulliken_charge:R:1
Sc 0.95264 -0.97526 0.80673 -0.6851 -0.3377 0.8725 -1.1148
P -0.20335 -2.47369 -0.81119 0.2283 -0.8867 -0.9265 0.9294
C 1.55160 -3.03616 -0.83832 0.6290 -0.7591 -0.0042 -1.5286
C 2.52732 -1.97102 -1.29331 0.0077 -0.5737 0.0986 0.9597
N 2.36802 -0.74823 -0.74938 -0.1057 0.2965 -0.1941 0.5102
C 3.12163 0.31056 -1.09676 0.3115 -0.3648 -0.4268 0.5984
C 4.11622 0.14248 -2.05233 0.1186 0.1607 0.1142 -0.9264
C 4.33960 -1.13872 -2.57067 0.2060 0.1183 -0.0651 -0.4729
C 3.56162 -2.22455 -2.16776 -0.2116 0.2925 -0.3316 -0.9612
C 2.82977 1.63856 -0.43880 -0.0301 -0.7165 -0.5847 -1.2499
P 1.92510 1.46423 1.20893 1.3545 1.9779 -0.1852 1.3782
H 3.67276 -3.23653 -2.55190 0.2212 0.3411 -0.0570 0.5328
H 4.71052 1.02002 -2.34636 -0.2148 -0.6481 0.0078 0.4906
H 5.12927 -1.29148 -3.30235 -0.0940 0.0588 0.1339 0.4541
H 3.78917 2.17428 -0.32227 -0.5240 -0.1145 0.3167 0.6418
H 2.21822 2.25139 -1.12885 0.0082 -0.3057 0.4325 0.4916
H 1.74805 -3.27859 0.23939 0.0256 -0.2200 -1.3320 0.3294
H 1.64206 -3.96853 -1.41476 0.0530 0.3700 -0.0900 0.6271
H 2.39582 -1.26248 3.93108 -2.1844 0.2477 0.5725 0.3523
O 1.75111 -2.45120 1.76079 2.3500 0.3540 1.6242 -0.8096
H 2.73912 -2.63032 1.88648 -2.1513 0.0886 -0.0875 0.3206
H 1.81957 -0.06345 2.41604 -0.2094 0.4696 0.2005 0.1432
O 1.77266 -0.48260 3.97988 -3.1919 1.2749 -0.3332 -0.5857
H 0.65709 -0.47583 4.22053 5.2216 -1.2944 -0.6718 0.4379
C 3.36767 1.68243 2.29516 0.6748 0.3423 0.4001 -1.4212
H 3.97434 2.51680 1.90829 -0.2364 -0.2456 0.1686 0.5006
H 3.08451 1.93492 3.33101 -0.0045 -0.2801 -0.4054 0.4017
H 4.00543 0.78686 2.30004 -0.2000 0.1786 0.0709 0.4239
C 1.23392 3.15628 1.26000 -0.9967 0.1836 0.2539 -1.2521
H 0.75130 3.31809 2.23050 0.0324 0.0364 -0.1775 0.4477
H 1.99168 3.94413 1.11929 0.1115 -0.6280 0.1079 0.4520
H 0.47324 3.28212 0.48032 0.0747 -0.2283 0.2357 0.2879
C -0.57386 -2.33499 -2.57726 -0.3661 0.3408 0.2089 -1.1553
H -0.67718 -3.38089 -2.93548 -0.0518 0.8012 -0.1244 0.4775
H -1.51634 -1.75017 -2.63807 0.5352 -0.4965 -0.4491 0.3116
H 0.26567 -1.81021 -3.07748 -0.6408 -0.2712 0.1468 0.3333
C -1.04200 -3.97716 -0.24072 -0.2839 0.3485 0.1968 -1.2921
H -2.06469 -3.65648 0.03058 0.3415 -0.5428 -0.1253 0.3552
H -1.03695 -4.69052 -1.08399 -0.1474 0.1586 0.5465 0.4548
H -0.51735 -4.38359 0.64341 -0.3455 0.1403 -0.4228 0.3494
C -4.05545 0.29344 1.49694 -0.0745 -0.0767 0.1597 -1.8799
C -3.54001 0.50348 0.07372 -0.8107 0.4569 0.4405 1.3973
C -4.66502 0.19587 -0.88344 -0.2580 0.1377 -0.3687 -1.8449
O -2.50313 -0.45512 -0.15565 2.5924 -0.3287 0.4732 -0.4078
B -1.28023 0.16716 0.16547 -1.8213 1.7320 -0.3341 1.1699
O -1.45159 1.56546 0.19543 1.3580 -1.7091 0.4174 -0.0836
C -2.81609 1.88310 -0.11290 -0.7621 0.0151 -0.6043 1.4241
C -2.87724 2.39595 -1.54548 0.0167 0.1061 -0.2279 -1.9364
C -3.27917 2.99418 0.80162 -0.1800 0.0404 0.2880 -1.8379
H -4.33083 -0.76016 1.63377 0.0441 0.2443 -0.0869 0.4900
H -4.95386 0.90042 1.65382 0.2106 -0.1029 0.1044 0.4177
H -3.31507 0.55241 2.26465 -0.0881 -0.0211 -0.1809 0.2743
H -4.99615 -0.83956 -0.74615 0.0568 0.2130 0.0502 0.4765
H -5.51173 0.85495 -0.66769 0.0492 -0.1010 -0.1430 0.3995
H -4.37718 0.32513 -1.93077 -0.0390 -0.0327 0.1855 0.3702
H -3.90588 2.69620 -1.77873 0.2363 -0.0986 -0.0682 0.4030
H -2.24773 3.28921 -1.63993 -0.0838 -0.2070 0.0237 0.5142
H -2.54298 1.65646 -2.28454 -0.0846 0.1037 0.1974 0.2535
H -3.16677 2.74142 1.86113 -0.0514 0.0688 -0.2250 0.3191
H -2.70466 3.90344 0.59535 -0.1076 -0.1502 0.0349 0.4533
H -4.33424 3.20607 0.59297 0.1672 0.0428 0.1488 0.4044
```
Forces are in eV/Å.

As for the HOMO energy (spin up / spin down): -13.6355 / -14.3562 eV. As for the net charge: +2. The lowest unoccupied orbital energy (spin up / spin down) is -0.3037 / -0.2783 Ha.



The records above yield largest force on an atom values of 0.0121, 0.1054 hartree/bohr, respectively.
The records above yield relative energy (zero: lowest compared OMol25 entry of this formula, charge and spin) values of 0.841, 3.514 eV, respectively.
The records above yield calculated total energy values of -1701.2949, -2492.2230 Ha, respectively.